[1]
{
  "formula": "C4H6N2",
  "method": "ωB97M-V/def2-TZVPD",
  "species": ["H", "C", "N", "H", "H", "H", "C", "N", "C", "H", "C", "H"],
  "positions_angstrom": [[-1.311, -0.942, -1.015], [1.786, -0.139, -0.190], [1.587, 1.224, -0.026], [-0.070, 2.292, 0.689], [0.418, -1.857, 0.260], [-2.152, -0.911, 0.539], [0.685, -0.813, 0.201], [-0.296, 0.119, 0.494], [-1.556, -0.309, -0.148], [-2.117, 0.541, -0.527], [0.350, 1.345, 0.359], [2.678, -0.550, -0.636]],
  "spin_multiplicity": 1,
  "homo_energy_ev": -8.95,
  "lumo_energy_ev": 0.91,
  "smiles": "Cn1ccnc1",
  "fmax_ev_per_a": 0.5
}

[2]
{
  "formula": "C50H66BrFN10O3PS2",
  "method": "ωB97M-V/def2-TZVPD",
  "species": ["C", "C", "H", "H", "N", "C", "H", "C", "C", "N", "C", "Br", "H", "H", "H", "H", "H", "H", "C", "H", "H", "H", "C", "C", "H", "C", "H", "H", "C", "C", "C", "O", "H", "C", "C", "C", "N", "C", "C", "H", "C", "N", "H", "N", "C", "H", "C", "H", "H", "C", "C", "H", "H", "H", "C", "S", "H", "C", "H", "O", "C", "H", "H", "H", "H", "H", "H", "H", "C", "H", "H", "C", "H", "H", "C", "H", "C", "S", "C", "N", "H", "H", "H", "H", "C", "H", "C", "H", "H", "N", "H", "P", "O", "C", "H", "H", "C", "F", "N", "H", "C", "H", "C", "H", "C", "H", "H", "C", "N", "C", "C", "H", "H", "H", "C", "C", "H", "C", "H", "C", "H", "H", "H", "C", "H", "H", "C", "C", "H", "C", "H", "H", "C", "N"],
  "positions_angstrom": [[4.151, -4.444, -0.844], [2.299, 0.674, -3.605], [3.142, 1.009, -2.896], [-4.504, 2.698, 4.881], [-7.386, -1.127, 0.395], [3.059, -0.132, -4.829], [1.329, -1.343, -3.521], [0.069, -8.641, 0.223], [8.596, 6.745, 2.621], [5.160, -1.225, -0.263], [-7.956, -0.058, -0.485], [-0.386, -3.680, -3.310], [10.047, 11.236, 3.399], [6.544, 6.141, 2.537], [3.094, 2.312, 1.607], [3.985, 0.845, 0.856], [-8.316, 8.299, -0.019], [-9.402, 7.804, 1.300], [0.834, 0.860, 0.165], [-2.938, -2.075, -0.356], [-1.279, -0.740, 2.635], [1.767, 1.577, -4.090], [3.083, -2.694, 0.985], [-8.421, 2.587, -0.886], [2.673, -1.419, -1.564], [7.391, 6.070, 3.222], [-0.388, 0.823, -6.936], [7.216, -0.675, -2.740], [1.705, -0.783, -1.379], [1.227, -0.355, -2.898], [-8.162, -2.395, 0.278], [-0.470, -4.512, -0.247], [5.016, -6.153, -2.338], [-3.606, 3.261, 4.617], [-1.081, 0.058, 1.796], [3.655, 1.314, 1.854], [2.053, 1.566, -8.949], [-7.756, -3.679, -0.558], [1.230, 0.316, 2.675], [5.819, 2.362, -1.635], [-8.731, -4.965, -0.622], [-7.090, 5.525, 1.149], [-1.220, 1.091, 2.328], [11.901, 10.566, 5.983], [5.997, 3.380, -1.280], [-2.419, -2.295, 1.412], [4.520, -7.084, -0.138], [4.833, -8.169, -0.428], [0.844, -8.385, -0.504], [11.442, 10.545, 4.870], [4.634, -5.928, -1.256], [1.169, 1.841, 0.711], [-9.910, -1.581, 1.725], [-1.914, 0.096, -0.417], [-10.540, -3.733, 1.021], [-4.719, -1.430, 1.382], [-8.810, -1.432, -2.254], [3.523, -5.369, 1.750], [7.609, 5.017, 3.410], [1.953, 0.474, -0.686], [-9.350, 0.802, -2.790], [-7.252, 1.681, 1.044], [11.639, 10.779, 2.750], [-0.401, -1.347, -0.951], [3.910, -7.667, 2.156], [-8.312, 3.681, -0.529], [-9.653, 3.186, -2.859], [10.487, 9.519, 3.250], [0.496, -0.200, 1.357], [4.074, 0.439, -4.962], [0.102, -0.710, -7.693], [-10.140, -4.999, 0.143], [7.615, 0.535, -1.498], [-0.749, -7.921, 0.140], [-8.712, -0.335, -1.872], [3.253, -0.740, 2.926], [-9.190, 2.316, -2.247], [-5.375, -1.295, -1.601], [-7.872, 6.383, 0.827], [-1.495, 1.574, 4.383], [8.235, -1.126, -1.353], [5.216, 4.035, -1.672], [0.845, 1.405, 2.881], [3.373, -1.214, -4.503], [6.152, -0.909, -0.896], [-0.313, -9.640, 0.000], [-2.969, -1.559, 0.680], [2.471, -0.106, -5.818], [-11.537, -3.679, 1.626], [0.643, -1.618, 0.906], [4.188, -3.582, -1.633], [0.623, -3.562, -1.240], [3.942, -1.752, 0.674], [-2.195, -0.097, 0.681], [-10.820, -5.925, 0.061], [3.101, -5.069, 2.792], [-2.433, 2.324, 4.487], [-0.132, 0.169, -2.942], [9.560, 7.284, 2.140], [0.796, -0.303, 3.576], [-8.851, 7.456, 0.424], [-0.056, 1.155, -0.498], [0.656, -1.746, -0.622], [7.126, 6.553, 4.166], [-9.566, -2.479, 1.070], [3.013, 0.784, 3.906], [4.635, 1.609, 2.421], [5.983, 3.407, 0.226], [1.097, -8.588, 2.740], [-5.953, -1.283, 0.008], [7.385, -0.518, -1.672], [1.741, -2.344, 2.744], [-9.885, 0.525, -3.771], [-3.053, 0.668, 0.922], [1.604, -2.521, 1.610], [-7.789, 1.451, 0.040], [-0.962, 0.414, -8.569], [0.642, -8.610, 1.616], [-8.387, -5.872, -1.272], [2.809, 0.342, 2.832], [-6.761, -3.719, -1.134], [0.117, -5.207, 0.163], [6.967, 3.721, -1.650], [4.000, -6.833, 1.350], [1.129, -3.597, 1.572], [-9.558, 7.059, -0.307], [3.603, -4.218, 0.660], [10.866, 10.518, 3.477], [-0.298, -2.051, 1.126], [1.089, 1.023, -8.474], [-3.775, 3.779, 3.670], [-3.407, 4.000, 5.396], [-0.118, 0.343, -7.879], [5.972, 3.430, 1.431]],
  "spin_multiplicity": 1,
  "homo_energy_ev": -9.58,
  "lumo_energy_ev": -3.27,
  "fmax_ev_per_a": 17.7,
  "total_charge": 1
}

[3]
{
  "formula": "C4H5N2O",
  "method": "ωB97M-V/def2-TZVPD",
  "species": ["N", "H", "C", "H", "C", "O", "H", "C", "N", "H", "C", "H"],
  "positions_angstrom": [[1.062, -1.795, 2.120], [-0.382, -1.863, -0.611], [-0.460, 1.250, 0.560], [-1.497, 1.582, 0.466], [0.039, -0.144, 0.531], [-0.587, -0.907, -2.204], [-0.042, 1.692, 1.515], [0.633, -0.973, 1.415], [-1.141, -1.459, -1.191], [1.567, 1.151, -0.596], [0.501, 0.805, -0.466], [0.310, 0.663, -1.539]],
  "spin_multiplicity": 1,
  "homo_energy_ev": -2.78,
  "lumo_energy_ev": 4.29,
  "fmax_ev_per_a": 3.3,
  "total_charge": -1
}